No. 1
Here is a structure of composition C9H20FeIN at a distorted geometry from the OMol25 dataset. Energies are from the ωB97M-V functional and the def2-TZVPD basis.

Values from the calculation:
* net charge: +2
* LUMO level (alpha / beta): -9.75 / -9.94 eV
* energy: -1970.41697 hartree
* 2S+1: 5
* HOMO energy (alpha / beta): -16.330 / -16.330 eV
* maximum force: 2.32 eV/A
* energy relative to the best compared isomer or geometry (same formula, charge and spin): 0.0 kJ/mol

Each line ends with the natural charge from an NBO analysis.
CARTESIAN COORDINATES (ANGSTROEM)
Fe -4.095 5.996 3.453  1.40
I -2.629 4.497 1.805  -0.40
C 1.455 -3.817 0.438  -0.64
C 2.221 -2.533 0.678  -0.40
C 1.297 -1.329 0.923  -0.42
C 0.357 -1.112 -0.265  -0.22
N -0.364 0.205 -0.314  -0.19
C -1.044 0.442 -1.640  -0.21
C -1.152 1.967 -1.807  -0.44
C -0.114 2.538 -0.830  -0.43
C 0.619 1.380 -0.222  -0.22
C -1.345 0.260 0.861  -0.40
H 2.034 -4.553 -0.132  0.24
H 0.575 -3.788 -0.219  0.20
H 1.104 -4.361 1.316  0.23
H 2.877 -2.312 -0.167  0.21
H 2.889 -2.643 1.531  0.24
H 1.868 -0.410 1.058  0.21
H 0.732 -1.515 1.839  0.21
H -0.406 -1.869 -0.449  0.23
H 0.982 -1.155 -1.165  0.22
H -2.011 -0.058 -1.583  0.23
H -0.436 -0.082 -2.374  0.24
H -2.174 2.340 -1.697  0.23
H -1.008 2.241 -2.854  0.26
H -0.548 3.172 -0.052  0.20
H 0.588 3.125 -1.426  0.26
H 0.800 1.551 0.837  0.23
H 1.535 1.072 -0.718  0.24
H -1.934 1.156 0.696  0.21
H -0.722 0.224 1.744  0.24
H -1.952 -0.631 0.735  0.24

=====

No. 2
Here is a cluster of 2 separate species, C7H12N2O2S in total at a distorted geometry from the OMol25 dataset. Energies are from the ωB97M-V functional and the def2-TZVPD basis.

Values from the calculation:
* LUMO level: 0.20 eV
* energy: -931.94405 hartree
* 2S+1: 1
* HOMO energy: -8.334 eV
* maximum force: 5.64 eV/A
* energy relative to the best compared isomer or geometry (same formula, charge and spin): 553.6 kJ/mol

Each line ends with the natural charge from an NBO analysis.
CARTESIAN COORDINATES (ANGSTROEM)
C 3.379 0.370 0.336  0.29
C 1.479 0.976 -1.104  0.43
C -0.248 -1.442 0.037  -0.67
C -0.838 -0.417 -2.266  -0.70
C -0.860 1.213 1.416  -0.87
C 2.612 0.102 -0.834  -0.63
C -0.519 -0.227 -0.871  -0.27
N 4.058 0.423 1.255  -0.29
N 1.446 2.153 -1.374  -0.62
O -1.584 2.188 -0.901  -0.96
O -2.885 0.118 -0.056  -0.92
S -1.707 0.895 -0.150  2.13
H -1.134 -2.077 -0.131  0.24
H 0.600 -2.006 -0.427  0.21
H -0.088 -1.090 1.058  0.22
H -0.553 0.427 -2.983  0.24
H -0.350 -1.349 -2.614  0.22
H -1.908 -0.524 -2.329  0.23
H -1.484 1.945 1.912  0.25
H -0.749 0.215 1.986  0.23
H 0.174 1.489 1.229  0.26
H 3.284 0.152 -1.670  0.28
H 2.182 -0.907 -0.696  0.27
H 0.634 2.764 -1.642  0.43

=====

No. 3
Here is the molecule C4H5NO2 at a distorted geometry from the OMol25 dataset. Energies are from the ωB97M-V functional and the def2-TZVPD basis.

Values from the calculation:
* LUMO level: 0.52 eV
* SMILES: O=C1NC[C@H]2O[C@@H]12
* energy: -360.53887 hartree
* 2S+1: 1
* HOMO energy: -9.767 eV
* maximum force: 1.97 eV/A
* energy relative to the best compared isomer or geometry (same formula, charge and spin): 342.8 kJ/mol

Each line ends with the natural charge from an NBO analysis.
CARTESIAN COORDINATES (ANGSTROEM)
O 1.300 1.491 1.560  -0.47
C 0.719 0.971 0.654  0.66
N 1.249 0.281 -0.505  -0.62
C 0.515 -1.028 -0.340  -0.28
C -0.926 -0.581 -0.043  0.02
O -1.406 -0.110 1.230  -0.43
C -0.771 0.810 0.366  -0.08
H 0.613 0.812 -1.177  0.34
H 0.981 -1.651 0.432  0.23
H 0.553 -1.570 -1.287  0.22
H -1.738 -0.890 -0.700  0.20
H -1.094 1.560 -0.395  0.20

=====

No. 4
Here is the molecule C4H5NO2 at a distorted geometry from the OMol25 dataset. Energies are from the ωB97M-V functional and the def2-TZVPD basis.

Values from the calculation:
* LUMO level: 0.57 eV
* SMILES: Nc1cc(O)co1
* energy: -360.53277 hartree
* 2S+1: 1
* HOMO energy: -7.348 eV
* maximum force: 1.78 eV/A
* energy relative to the best compared isomer or geometry (same formula, charge and spin): 358.8 kJ/mol

Each line ends with the natural charge from an NBO analysis.
CARTESIAN COORDINATES (ANGSTROEM)
N 2.052 0.271 -0.873  -0.85
C 1.117 -0.128 0.117  0.41
C 0.019 0.600 0.755  -0.40
C -1.144 -0.061 0.319  0.25
O -2.441 0.290 0.082  -0.65
C -0.692 -1.324 0.004  -0.03
O 0.637 -1.338 -0.248  -0.39
H 1.571 0.352 -1.775  0.38
H 2.628 1.079 -0.708  0.38
H 0.050 1.318 1.576  0.23
H -2.672 1.175 0.389  0.49
H -1.124 -2.234 0.363  0.20

=====

No. 5
Here is a cluster of 2 separate species, C3H9NO2P in total at a distorted geometry from the OMol25 dataset. Energies are from the ωB97M-V functional and the def2-TZVPD basis.

Values from the calculation:
* net charge: -1
* LUMO level (alpha / beta): 3.99 / 4.15 eV
* energy: -666.25700 hartree
* 2S+1: 1
* HOMO energy (alpha / beta): -3.504 / -2.091 eV
* maximum force: 2.90 eV/A
* energy relative to the best compared isomer or geometry (same formula, charge and spin): 369.7 kJ/mol

Each line ends with the natural charge from an NBO analysis.
CARTESIAN COORDINATES (ANGSTROEM)
C -0.357 -0.996 -1.149  -0.72
C -0.818 1.528 1.804  -0.43
C 0.949 -1.504 -0.511  -0.51
N -0.165 1.617 0.508  -1.10
O 2.444 1.670 1.641  -1.12
O 1.980 2.192 -0.921  -1.03
P 1.458 1.435 0.550  1.97
H -0.313 -1.171 -2.215  0.18
H -1.262 -1.337 -0.671  0.19
H -0.458 0.021 -0.857  0.28
H -1.389 0.608 2.040  0.15
H -1.708 2.173 1.928  0.16
H -0.169 1.869 2.650  0.18
H 1.749 -1.678 -1.174  0.15
H 1.024 -2.168 0.376  0.16
H 1.344 2.008 -1.685  0.49

=====

No. 6
Here is a cluster of 9 separate species, C4H25NO10 in total at a distorted geometry from the OMol25 dataset. Energies are from the ωB97M-V functional and the def2-TZVPD basis.

Values from the calculation:
* LUMO level: -0.10 eV
* SMILES: CCCNC(=O)O.O.O.O.O.O.O.O.O
* energy: -974.56866 hartree
* 2S+1: 1
* HOMO energy: -9.757 eV
* maximum force: 2.57 eV/A
* energy relative to the best compared isomer or geometry (same formula, charge and spin): 193.6 kJ/mol

Each line ends with the natural charge from an NBO analysis.
CARTESIAN COORDINATES (ANGSTROEM)
C -3.918 -1.824 -0.102  -0.61
C -2.447 -1.384 -0.133  -0.41
C -2.299 0.056 0.424  -0.23
N -1.371 0.197 1.568  -0.63
C -0.149 -0.308 1.690  0.87
O 0.561 -0.351 2.674  -0.66
O 0.301 -0.891 0.525  -0.75
H -4.552 -1.000 -0.439  0.20
H -4.052 -2.620 -0.834  0.21
H -4.310 -2.073 0.884  0.21
H -1.749 -2.038 0.371  0.21
H -2.192 -1.366 -1.193  0.19
H -3.230 0.574 0.603  0.23
H -1.801 0.630 -0.357  0.20
H -1.754 0.840 2.237  0.43
H 1.053 -1.429 0.812  0.50
O -0.243 0.786 -4.423  -0.93
H 0.087 0.510 -3.556  0.46
H -1.060 0.274 -4.474  0.47
O -0.227 4.019 0.708  -0.98
H 0.478 4.439 0.210  0.48
H -0.055 3.072 0.704  0.50
O -2.619 2.821 1.308  -0.98
H -2.374 3.411 2.026  0.48
H -2.154 3.173 0.537  0.50
O 3.125 -1.222 -1.540  -0.99
H 2.338 -1.751 -1.318  0.50
H 3.816 -1.896 -1.557  0.49
O 1.073 -3.142 -0.878  -0.96
H 0.726 -3.674 -1.600  0.48
H 0.706 -3.498 -0.062  0.49
O 3.299 1.386 -0.173  -0.95
H 2.614 0.963 0.363  0.46
H 3.415 0.715 -0.867  0.49
O 3.145 -2.471 0.840  -0.99
H 3.066 -1.541 0.601  0.49
H 3.053 -2.734 1.759  0.49
O 0.364 1.840 -0.908  -0.96
H 0.467 0.878 -0.867  0.48
H 0.633 2.026 -1.817  0.48

=====

Repeat the fourth record exactly.
Here is the molecule C4H5NO2 at a distorted geometry from the OMol25 dataset. Energies are from the ωB97M-V functional and the def2-TZVPD basis.

Values from the calculation:
* LUMO level: 0.57 eV
* SMILES: Nc1cc(O)co1
* energy: -360.53277 hartree
* 2S+1: 1
* HOMO energy: -7.348 eV
* maximum force: 1.78 eV/A
* energy relative to the best compared isomer or geometry (same formula, charge and spin): 358.8 kJ/mol

Each line ends with the natural charge from an NBO analysis.
CARTESIAN COORDINATES (ANGSTROEM)
N 2.052 0.271 -0.873  -0.85
C 1.117 -0.128 0.117  0.41
C 0.019 0.600 0.755  -0.40
C -1.144 -0.061 0.319  0.25
O -2.441 0.290 0.082  -0.65
C -0.692 -1.324 0.004  -0.03
O 0.637 -1.338 -0.248  -0.39
H 1.571 0.352 -1.775  0.38
H 2.628 1.079 -0.708  0.38
H 0.050 1.318 1.576  0.23
H -2.672 1.175 0.389  0.49
H -1.124 -2.234 0.363  0.20

=====

Question: What is the formula in the third record?
Answer: C4H5NO2

=====

Copy entry 4 word for word.
Here is the molecule C4H5NO2 at a distorted geometry from the OMol25 dataset. Energies are from the ωB97M-V functional and the def2-TZVPD basis.

Values from the calculation:
* LUMO level: 0.57 eV
* SMILES: Nc1cc(O)co1
* energy: -360.53277 hartree
* 2S+1: 1
* HOMO energy: -7.348 eV
* maximum force: 1.78 eV/A
* energy relative to the best compared isomer or geometry (same formula, charge and spin): 358.8 kJ/mol

Each line ends with the natural charge from an NBO analysis.
CARTESIAN COORDINATES (ANGSTROEM)
N 2.052 0.271 -0.873  -0.85
C 1.117 -0.128 0.117  0.41
C 0.019 0.600 0.755  -0.40
C -1.144 -0.061 0.319  0.25
O -2.441 0.290 0.082  -0.65
C -0.692 -1.324 0.004  -0.03
O 0.637 -1.338 -0.248  -0.39
H 1.571 0.352 -1.775  0.38
H 2.628 1.079 -0.708  0.38
H 0.050 1.318 1.576  0.23
H -2.672 1.175 0.389  0.49
H -1.124 -2.234 0.363  0.20